{
  "formula": "C23H19Cl7N4O7SiW",
  "method": "wB97M-V/def2-TZVPD",
  "symbols": ["W", "Cl", "Cl", "Cl", "Cl", "Cl", "Cl", "Cl", "Si", "O", "O", "O", "O", "O", "O", "O", "N", "N", "N", "N", "C", "C", "C", "C", "C", "C", "C", "C", "C", "C", "C", "C", "C", "C", "C", "C", "C", "C", "C", "C", "C", "C", "C", "H", "H", "H", "H", "H", "H", "H", "H", "H", "H", "H", "H", "H", "H", "H", "H", "H", "H", "H"],
  "positions_angstrom": [[0.092, 0.208, -0.358], [-2.990, -3.041, -3.284], [-0.616, -1.037, -2.673], [-5.397, -3.168, -1.281], [-5.486, -1.210, 1.142], [-3.192, 0.833, 1.561], [-4.746, 1.566, -2.013], [-1.907, 2.343, -2.040], [1.327, 3.396, -0.824], [0.198, -1.625, 0.055], [4.015, -6.483, -0.738], [1.713, -0.163, -1.434], [-0.635, -5.671, 0.056], [-1.401, -3.652, -0.064], [2.149, 0.039, 0.671], [5.409, -4.828, -0.899], [-0.177, 0.730, 1.659], [4.312, -5.313, -0.742], [0.307, 2.107, -0.021], [-0.503, -4.480, -0.042], [-0.400, 1.306, 3.927], [-4.148, -2.049, -1.038], [0.164, 3.008, 2.311], [1.117, -2.585, -0.133], [1.451, 2.564, -2.534], [-2.050, -1.127, -1.660], [0.118, 2.027, 1.340], [2.443, -2.126, -0.342], [-1.983, -0.258, -0.564], [-0.117, 2.631, 3.616], [2.266, -0.646, -0.359], [1.919, -4.840, -0.359], [0.868, -3.960, -0.163], [2.940, 3.387, 0.147], [3.200, -4.352, -0.530], [-3.110, -0.302, 0.267], [-3.597, 2.863, -1.710], [-0.728, -1.091, 3.172], [-4.169, -1.182, 0.062], [-0.418, 0.349, 2.929], [-3.071, -2.005, -1.936], [0.399, 5.018, -0.950], [3.488, -2.995, -0.543], [0.397, 4.028, 2.042], [-0.781, -1.640, 2.234], [2.444, 2.151, -2.711], [1.270, 3.286, -3.331], [-3.809, 3.684, -2.385], [0.040, 5.399, 0.007], [-3.650, 3.156, -0.667], [3.048, 2.480, 0.742], [0.028, -1.541, 3.816], [3.797, 3.457, -0.524], [1.071, 5.775, -1.360], [-0.452, 4.943, -1.625], [1.732, -5.905, -0.399], [4.507, -2.670, -0.706], [-0.122, 3.381, 4.396], [-1.686, -1.185, 3.685], [3.004, 4.239, 0.824], [-0.613, 1.018, 4.946], [0.722, 1.756, -2.667]],
  "atomic_forces_ev_per_a": [[-1.574, -0.042, 0.385], [0.067, 0.020, -0.057], [-0.236, 0.489, 0.275], [-0.024, 0.047, -0.020], [-0.013, 0.029, -0.014], [-0.317, 0.103, 0.047], [0.056, 0.071, 0.013], [-0.345, 0.600, -0.543], [0.326, 0.024, -1.247], [-0.240, -0.862, 0.095], [0.135, 0.069, -0.019], [-0.233, 0.382, -0.803], [-0.012, 0.089, 0.000], [0.015, -0.130, 0.032], [0.150, -0.223, -0.288], [-0.033, -0.130, 0.004], [0.245, 0.966, -0.348], [-0.115, 0.051, 0.028], [0.036, -0.712, -0.094], [-0.059, -0.098, 0.030], [0.117, 0.295, -0.080], [0.129, 0.001, 0.030], [0.072, 0.031, -0.509], [0.885, -0.487, 0.253], [0.198, 0.476, 0.362], [-0.133, 0.368, 0.219], [-0.458, 0.042, 1.527], [-0.863, 0.128, 0.055], [0.049, -0.781, -0.400], [-0.060, -0.257, 0.068], [1.914, -0.504, 0.980], [-0.078, -0.143, -0.054], [0.147, 0.491, 0.042], [-0.455, 0.209, -0.055], [-0.184, 0.284, 0.020], [0.556, 0.611, 0.260], [-0.103, -0.209, -0.061], [-0.032, -0.011, 0.029], [0.077, -0.040, -0.075], [-0.067, -0.729, -0.310], [-0.012, -0.007, -0.051], [0.121, -0.312, 0.312], [0.284, -0.058, -0.069], [-0.014, 0.032, 0.039], [-0.037, -0.041, 0.085], [0.009, -0.115, 0.026], [-0.085, 0.037, 0.013], [0.046, -0.003, 0.033], [0.018, 0.015, 0.034], [0.010, -0.002, -0.041], [0.020, -0.027, -0.042], [0.026, 0.016, -0.014], [-0.034, -0.018, -0.103], [0.112, -0.033, 0.001], [0.011, -0.123, -0.005], [0.003, 0.003, 0.043], [-0.018, 0.027, -0.009], [0.034, -0.002, 0.036], [-0.012, 0.028, 0.009], [-0.024, 0.020, 0.043], [-0.018, -0.081, 0.006], [0.018, 0.127, -0.124]],
  "lowdin_charge": [1.91, 0.79, 0.88, 0.81, 0.78, 0.80, 0.62, 0.61, 0.53, -0.26, 0.14, -0.14, 0.16, 0.09, 0.08, 0.12, -0.03, -0.34, -0.21, -0.31, 0.02, -0.69, 0.04, -0.18, -0.17, -0.67, -0.41, -0.01, -0.40, 0.03, -0.49, 0.13, -0.01, -0.13, -0.08, -0.69, -0.90, 0.01, -0.72, -0.30, -0.72, -0.15, 0.11, 0.12, 0.07, 0.04, 0.05, 0.04, 0.03, 0.03, 0.03, 0.11, 0.05, 0.05, 0.02, 0.15, 0.15, 0.14, 0.11, 0.05, 0.14, -0.04],
  "gap_ev": 5.65,
  "relative_energy_kcal_mol": 45.7,
  "spin_multiplicity": 1,
  "total_charge": 2,
  "e_lumo_ev": -9.1
}

=====

{
  "formula": "C36H47MnN3O2S2SbSi3",
  "method": "wB97M-V/def2-TZVPD",
  "symbols": ["Sb", "Mn", "S", "S", "Si", "Si", "Si", "O", "O", "N", "N", "N", "C", "C", "C", "C", "C", "C", "C", "C", "C", "C", "C", "C", "C", "C", "C", "C", "C", "C", "C", "C", "C", "C", "C", "C", "C", "C", "C", "C", "C", "C", "C", "C", "C", "C", "C", "C", "H", "H", "H", "H", "H", "H", "H", "H", "H", "H", "H", "H", "H", "H", "H", "H", "H", "H", "H", "H", "H", "H", "H", "H", "H", "H", "H", "H", "H", "H", "H", "H", "H", "H", "H", "H", "H", "H", "H", "H", "H", "H", "H", "H", "H", "H", "H"],
  "positions_angstrom": [[1.178, 0.231, 1.626], [-0.839, 0.049, -1.223], [-4.581, 0.843, 0.793], [-3.471, -0.590, -1.598], [1.458, 2.556, -1.073], [-0.354, -1.487, 3.803], [1.549, -3.273, 1.945], [-2.797, 2.518, -2.126], [-0.951, 1.293, -2.547], [-0.801, -1.823, -0.248], [-2.093, 0.878, 0.110], [0.739, -0.758, -2.264], [-1.599, -3.289, 1.422], [2.345, -3.385, 0.255], [-0.951, 2.042, -5.200], [-2.854, 3.523, 3.272], [1.062, -1.558, -3.283], [-0.890, 2.512, -6.502], [1.676, -0.181, -1.502], [2.094, 2.488, -2.831], [-1.807, 2.646, -4.283], [3.371, -1.216, -2.811], [-1.914, 2.179, -2.869], [-2.604, 3.716, -4.675], [3.299, -0.138, 1.591], [-2.535, 4.190, -5.975], [-1.253, 2.683, 1.666], [1.031, 0.722, -0.528], [-3.278, 0.361, -0.230], [-2.283, -4.041, 0.491], [-1.956, -0.539, 3.667], [0.894, -0.464, 4.766], [-2.215, 1.825, 1.145], [-3.839, 2.716, 2.735], [-1.678, 3.588, -6.888], [0.306, -1.782, 1.995], [0.707, -4.942, 2.121], [2.799, -3.226, 3.339], [-0.618, -3.027, 4.845], [-2.121, -3.751, -0.854], [-1.574, 3.515, 2.724], [-1.418, -2.610, -1.155], [2.872, 3.055, 0.057], [-0.752, -2.241, 1.043], [-3.510, 1.889, 1.672], [2.381, -1.815, -3.586], [0.116, 3.851, -0.948], [3.028, -0.391, -1.758], [3.011, -2.567, 0.001], [2.624, 2.987, 1.119], [3.111, 4.103, -0.148], [-3.086, 4.182, 4.098], [3.632, -0.134, 2.628], [-3.150, 5.026, -6.279], [-0.889, 3.478, -0.777], [2.109, 3.505, -3.229], [-1.628, 3.955, -7.904], [-0.816, 4.177, 3.121], [0.159, -5.230, 1.223], [1.444, 1.900, -3.478], [0.100, 4.397, -1.895], [-0.344, 1.201, -4.892], [2.922, -4.312, 0.202], [-2.590, -4.326, -1.638], [2.629, -2.457, -4.418], [3.108, 2.091, -2.899], [-2.899, -4.871, 0.812], [-1.776, 0.477, 3.307], [3.757, 0.717, 1.098], [-1.462, -3.646, 4.542], [3.362, -2.306, 3.446], [3.617, -1.057, 1.110], [-0.266, 2.732, 1.245], [3.517, -4.031, 3.162], [0.248, -1.974, -3.863], [1.519, -5.666, 2.247], [-1.633, -3.574, 2.460], [1.911, -0.852, 4.702], [0.348, 4.567, -0.157], [-2.673, -1.015, 2.993], [4.414, -1.395, -3.037], [0.603, -0.510, 5.819], [0.904, 0.591, 4.489], [0.265, -3.661, 4.920], [-3.271, 4.163, -3.951], [-2.428, -0.459, 4.649], [0.046, -5.049, 2.978], [3.781, 2.478, -0.125], [-1.348, -2.292, -2.186], [1.574, -3.441, -0.519], [-0.840, -2.673, 5.855], [-0.230, 2.039, -7.218], [-4.849, 2.734, 3.124], [2.313, -3.440, 4.294], [3.780, 0.096, -1.154]],
  "atomic_forces_ev_per_a": [[-0.044, 0.185, -0.134], [-0.488, 0.082, 0.139], [0.001, -0.058, -0.002], [0.295, -0.022, -0.101], [0.028, -0.074, 0.063], [-0.028, -0.006, -0.002], [0.011, -0.010, -0.019], [0.177, 0.251, 0.088], [0.109, 0.183, 0.064], [0.068, -0.166, -0.056], [0.064, 0.098, 0.049], [-0.102, -0.057, 0.124], [-0.069, 0.081, -0.033], [-0.024, -0.004, -0.026], [0.007, 0.012, 0.010], [-0.008, 0.012, 0.001], [-0.033, 0.044, -0.057], [-0.007, -0.005, -0.002], [-0.036, -0.054, -0.108], [0.024, 0.024, 0.010], [0.102, 0.123, 0.052], [0.013, -0.032, 0.041], [-0.290, -0.444, -0.141], [0.002, 0.011, -0.010], [-0.021, -0.049, 0.051], [-0.005, -0.011, 0.000], [0.044, -0.082, 0.027], [0.271, 0.019, 0.065], [-0.058, 0.074, -0.044], [-0.045, 0.016, 0.016], [0.005, -0.008, 0.010], [-0.037, 0.036, 0.041], [-0.072, -0.007, -0.025], [-0.008, -0.002, -0.008], [0.000, 0.002, -0.002], [-0.058, 0.049, -0.006], [0.060, -0.066, 0.000], [-0.028, -0.009, -0.031], [-0.030, -0.005, -0.043], [-0.007, 0.054, 0.104], [0.009, -0.001, 0.003], [0.035, -0.130, -0.065], [0.016, 0.037, -0.016], [-0.030, 0.060, -0.037], [-0.001, -0.001, -0.020], [-0.018, 0.004, -0.019], [-0.019, -0.026, -0.041], [0.016, -0.067, 0.028], [0.055, 0.058, -0.065], [-0.010, 0.007, -0.007], [0.009, 0.000, -0.009], [0.000, -0.004, 0.004], [0.019, -0.043, 0.039], [-0.001, -0.001, -0.001], [-0.077, -0.036, -0.046], [0.013, 0.008, 0.013], [0.001, 0.001, 0.000], [-0.002, -0.001, 0.000], [0.044, -0.002, 0.024], [-0.027, -0.012, -0.024], [0.011, 0.012, 0.007], [0.006, 0.002, 0.002], [-0.006, 0.005, 0.004], [0.016, -0.013, -0.003], [0.000, -0.001, 0.001], [-0.025, 0.011, -0.003], [-0.001, -0.001, -0.003], [0.010, -0.027, 0.023], [-0.023, -0.032, 0.030], [-0.006, -0.032, -0.021], [0.078, 0.156, -0.019], [-0.001, -0.004, 0.016], [0.086, -0.083, 0.006], [-0.006, 0.013, -0.015], [-0.002, -0.008, 0.008], [0.002, -0.001, 0.021], [-0.027, 0.017, 0.053], [0.068, -0.026, -0.004], [-0.008, -0.004, -0.004], [0.001, 0.004, 0.005], [-0.001, 0.002, -0.005], [0.011, -0.027, 0.008], [-0.011, -0.040, 0.029], [-0.025, -0.016, -0.012], [0.003, 0.002, 0.001], [0.005, -0.004, 0.003], [0.002, 0.006, 0.047], [-0.007, 0.023, 0.001], [0.013, -0.027, 0.006], [-0.008, 0.010, -0.006], [-0.011, 0.012, -0.008], [0.000, 0.001, 0.000], [0.000, -0.002, 0.001], [0.044, 0.039, -0.026], [-0.004, -0.006, -0.010]],
  "lowdin_charge": [1.50, 0.83, 1.09, 0.73, 0.50, 0.43, 0.48, 0.09, -0.20, 0.01, -0.07, 0.01, -0.06, -0.15, -0.03, -0.07, -0.08, -0.07, -0.41, -0.14, -0.13, -0.02, -0.53, -0.01, -0.29, -0.06, -0.10, -0.41, -1.11, -0.02, -0.14, -0.21, -0.31, -0.08, -0.07, -0.53, -0.16, -0.16, -0.17, -0.05, -0.06, -0.23, -0.18, -0.38, -0.47, -0.03, -0.15, -0.04, 0.00, 0.02, 0.05, 0.11, 0.01, 0.11, 0.01, 0.05, 0.11, 0.11, 0.04, 0.02, 0.05, 0.10, 0.05, 0.12, 0.12, 0.04, 0.13, 0.02, -0.02, 0.03, 0.01, -0.01, 0.03, 0.05, 0.13, 0.05, 0.09, 0.02, 0.05, 0.04, 0.12, 0.05, 0.00, 0.02, 0.12, 0.05, 0.03, 0.03, 0.07, 0.03, 0.05, 0.11, 0.12, 0.03, 0.12],
  "gap_ev": [6.02, 6.87],
  "spin_multiplicity": 4,
  "total_charge": 1,
  "e_lumo_ev": [-4.2, -3.4],
  "s_squared": 4.17
}

=====

{
  "formula": "C3H4HgO4",
  "method": "wB97M-V/def2-TZVPD",
  "symbols": ["Hg", "O", "O", "O", "O", "C", "C", "C", "H", "H", "H", "H"],
  "positions_angstrom": [[-1.820, -0.387, -3.009], [0.431, 1.069, -0.210], [-1.485, 0.111, -0.876], [0.193, -0.624, -2.167], [0.077, -1.338, 0.027], [0.313, -0.755, 1.234], [-0.190, -0.372, -0.997], [0.795, 0.657, 1.099], [1.889, 0.732, 1.220], [-1.133, 1.032, -0.174], [0.301, 1.316, 1.833], [0.629, -1.440, 2.020]],
  "atomic_forces_ev_per_a": [[-1.123, -0.084, -1.971], [-0.632, -1.146, -0.006], [0.177, 2.427, 2.819], [0.630, -0.247, 0.604], [0.420, 0.660, -0.960], [0.019, -0.114, 0.288], [0.624, 0.787, 2.214], [0.055, 0.155, -0.225], [-0.165, 0.034, 0.050], [-0.184, -2.481, -2.454], [0.324, -0.170, -0.044], [-0.145, 0.178, -0.314]],
  "lowdin_charge": [0.99, -0.14, -0.24, -0.15, 0.02, -0.08, -0.76, -0.24, 0.12, 0.25, 0.12, 0.11],
  "gap_ev": [7.73, 7.63],
  "relative_energy_kcal_mol": 53.3,
  "spin_multiplicity": 3,
  "e_lumo_ev": [0.4, -2.5],
  "s_squared": 2.01
}

=====

{
  "formula": "CH2F3N2",
  "method": "wB97M-V/def2-TZVPD",
  "symbols": ["F", "F", "F", "N", "N", "C", "H", "H"],
  "positions_angstrom": [[-1.857, -0.581, -0.216], [1.079, 0.576, 1.116], [-1.441, 0.084, 1.854], [-0.992, -0.134, 0.661], [0.833, -0.150, -0.913], [0.258, 0.170, 0.256], [1.661, 0.417, -0.875], [0.459, -0.382, -1.882]],
  "atomic_forces_ev_per_a": [[-0.622, -0.104, -0.155], [0.252, 0.972, 1.584], [-0.525, 0.188, 0.801], [3.049, 0.516, -1.481], [-1.222, 0.828, -0.231], [-1.994, -2.579, -1.668], [0.990, -0.234, -0.962], [0.072, 0.412, 2.112]],
  "lowdin_charge": [0.20, 0.29, 0.22, -0.04, 0.28, -0.30, 0.14, 0.20],
  "gap_ev": 12.00,
  "relative_energy_kcal_mol": 5.3,
  "spin_multiplicity": 1,
  "total_charge": 1,
  "e_lumo_ev": -4.8,
  "smiles": "NC(F)=[N+](F)F"
}